Computed, not measured: a structure of composition C26H52As2N4PtSi4, with wB97M-V/def2-TZVPD.

The spin multiplicity is 5. The energy comes out at -190186.29300 eV. As for the total charge: +2. As for the energy above the lowest of the compared OMol25 structures with the same formula, charge and spin: 5.66 kcal per mole. Its frontier orbital gap (alpha / beta) is 0.2454 / 0.2049 Ha. For the HOMO energy (alpha / beta), the calculation gives -11.21 / -13.21 eV. The calculation puts the lowest unoccupied orbital energy (alpha / beta) at -4.527 / -7.631 eV.

The geometry in XYZ format:
```
89
C26H52As2N4PtSi4 | the Open Molecules 2025 dataset | wB97M-V/def2-TZVPD
Pt 0.15 0.85 -0.64
As -1.23 -1.38 -0.51
As 0.71 -3.26 -2.64
Si 3.03 -0.23 2.39
Si 0.05 0.84 4.08
Si 1.60 3.28 0.90
Si 0.82 0.77 1.58
N -3.75 2.63 -1.32
N -1.79 2.03 -0.55
N -1.04 0.75 -2.91
N -2.87 1.27 -4.00
C -3.33 -1.99 -2.37
C -3.92 -2.52 -3.51
C 2.40 3.61 2.55
C -2.80 -0.93 0.53
C -0.11 -0.99 4.41
C 4.40 0.42 1.32
C -1.20 -2.95 -3.00
C -3.15 -3.27 -4.39
C -0.95 0.25 -4.18
C -2.08 0.56 -4.87
C -2.47 2.70 0.44
C 1.90 -0.06 -1.33
C 0.31 4.56 0.53
C 2.63 -2.00 1.99
C -2.20 1.36 -2.83
C 1.46 -2.86 -4.40
C -1.81 -3.48 -4.13
C 2.77 3.14 -0.52
C -2.60 2.00 -1.60
C -1.98 -2.21 -2.10
C 0.82 1.76 5.50
C 0.68 -5.21 -2.82
C -3.69 3.08 -0.02
C 3.48 0.05 4.17
C -1.65 1.58 3.80
C -0.57 -2.82 0.61
H 1.81 -0.13 -2.41
H -3.39 -0.15 0.06
H 1.70 3.50 3.38
H -2.03 2.87 1.40
H 2.20 -2.11 0.99
H -1.62 2.67 3.75
H 1.17 2.76 5.24
H 4.61 1.48 1.47
H 3.45 1.10 4.47
H 3.18 4.15 -0.68
H 3.27 2.98 2.74
H -4.49 3.63 0.44
H -0.29 4.33 -0.35
H -3.60 -3.69 -5.28
H -0.09 -0.31 -4.52
H 3.61 2.47 -0.35
H 2.74 4.66 2.55
H 2.88 -0.54 4.86
H 5.29 -0.13 1.64
H 0.82 -3.21 -5.21
H -2.45 -0.56 1.49
H 2.03 -1.08 -0.95
H 1.65 1.22 5.97
H -0.46 -1.56 3.55
H -2.38 0.34 -5.88
H 0.82 -1.44 4.76
H -4.97 -2.36 -3.70
H 2.42 -3.36 -4.47
H -0.35 4.79 1.36
H 0.34 -3.25 0.20
H 0.04 1.88 6.25
H -4.55 2.75 -1.93
H 4.26 0.22 0.26
H 1.69 -5.59 -2.67
H 0.33 -5.52 -3.80
H -1.34 -3.59 0.68
H -2.17 1.20 2.92
H 2.27 2.85 -1.44
H 4.52 -0.28 4.28
H -2.25 1.31 4.68
H 1.95 -2.45 2.71
H 0.03 -5.63 -2.05
H 1.64 -1.79 -4.52
H 2.80 0.51 -1.10
H -3.42 -1.81 0.69
H -3.76 1.67 -4.24
H -0.85 -1.12 5.21
H 3.56 -2.57 2.00
H -0.37 -2.42 1.60
H -1.22 -4.06 -4.83
H -3.95 -1.42 -1.69
H 0.89 5.46 0.31
```

Computed, not measured: an isolated molecule of C5H5BrN2O4S in a non-equilibrium geometry, with wB97M-V/def2-TZVPD.

As for the SMILES: CC1=C([N+](=O)[O-])CS[C@]1(Br)[N+](=O)[O-]. The energy comes out at -97306.23006 eV. As for the energy above the lowest of the compared OMol25 structures with the same formula, charge and spin: 161.98 kcal per mole. Its frontier orbital gap is 0.3096 Ha. For the HOMO energy, the calculation gives -9.85 eV. The calculation puts the lowest unoccupied orbital energy at -1.426 eV.

The geometry in XYZ format:
```
18
C5H5BrN2O4S | the Open Molecules 2025 dataset | wB97M-V/def2-TZVPD
Br 2.60 0.91 -0.82
S 1.13 -2.00 -0.80
O -2.98 -0.56 -1.44
O -2.56 0.85 0.15
O 3.23 -0.23 1.53
O 1.40 -0.91 2.33
N -2.22 0.04 -0.71
N 2.06 -0.46 1.44
C -0.24 1.67 0.88
C 1.40 -0.15 0.12
C -0.91 -0.38 -0.51
C 0.01 0.40 0.14
C -0.42 -1.53 -1.49
H -1.10 -2.38 -1.25
H 0.69 2.09 1.35
H -0.53 -1.37 -2.58
H -1.08 1.53 1.46
H -0.49 2.47 0.20
```

Computed, not measured: an isolated molecule of C5H8N2O2 in a non-equilibrium geometry, with wB97M-V/def2-TZVPD.

As for the SMILES: O=NN1CCC(=O)CC1. The energy comes out at -12386.56895 eV. As for the energy above the lowest of the compared OMol25 structures with the same formula, charge and spin: 100.70 kcal per mole. Its frontier orbital gap is 0.3646 Ha. For the HOMO energy, the calculation gives -9.29 eV. The calculation puts the lowest unoccupied orbital energy at 0.633 eV.

The geometry in XYZ format:
```
17
C5H8N2O2 | the Open Molecules 2025 dataset | wB97M-V/def2-TZVPD
O -2.83 -0.12 -0.37
O 3.11 -0.40 -0.50
N 1.14 0.20 0.31
N 2.39 0.49 -0.06
C 0.25 1.31 0.41
C -1.64 -0.21 -0.09
C 0.67 -1.14 -0.19
C -0.72 -1.34 0.39
C -0.90 1.12 -0.49
H 0.57 -1.16 -1.29
H -1.18 -2.37 0.14
H -1.70 1.78 -0.26
H -0.70 -1.16 1.43
H -0.15 1.24 1.43
H -0.69 1.23 -1.53
H 0.84 2.31 0.45
H 1.53 -1.79 0.20
```

Computed, not measured: an isolated molecule of C24H32O4, with wB97M-V/def2-TZVPD.

As for the SMILES: CCC(=O)Oc1ccc2c(c1)CC[C@@H]1[C@@H]2CC[C@]2(C)[C@@H](OC(=O)CC)CC[C@@H]12. The energy comes out at -33599.36644 eV. As for the energy above the lowest of the compared OMol25 structures with the same formula, charge and spin: 1.64 kcal per mole. Its frontier orbital gap is 0.3497 Ha. For the HOMO energy, the calculation gives -8.73 eV. The calculation puts the lowest unoccupied orbital energy at 0.788 eV.

The geometry in XYZ format:
```
60
C24H32O4 | the Open Molecules 2025 dataset | wB97M-V/def2-TZVPD
O 0.45 -4.32 -3.77
O 1.04 1.35 6.50
O -0.96 -2.62 -4.18
O 0.47 2.92 4.99
C 0.36 -2.17 -1.17
C 0.28 -1.52 0.21
C 0.80 0.57 1.56
C 1.97 2.39 0.37
C 0.45 3.54 7.27
C 0.36 0.80 -0.85
C -1.79 -1.16 -1.98
C 1.30 1.88 1.61
C 1.09 2.16 -0.87
C 0.19 0.05 2.69
C 0.44 4.96 6.73
C 0.69 2.47 6.23
C -0.06 0.79 -3.44
C -0.28 -1.26 -2.21
C 0.93 -0.14 0.24
C 0.46 0.09 -2.19
C 0.59 2.09 3.88
C -0.03 -1.66 -3.68
C -0.61 -3.90 -4.16
C -2.79 -4.96 -3.60
C -0.16 -0.35 -4.47
C 1.20 2.63 2.76
C 0.08 0.80 3.85
C -1.74 -4.77 -4.69
H 2.00 -0.26 0.03
H 2.20 3.45 0.47
H 0.79 -2.17 0.93
H -0.13 -3.15 -1.15
H 0.97 -2.09 -3.78
H -0.69 0.98 -0.60
H -2.20 -2.15 -1.88
H -0.39 0.38 4.73
H -0.21 -0.95 2.69
H -0.51 3.31 7.74
H 2.92 1.86 0.24
H 1.58 3.64 2.80
H -2.35 -5.42 -2.72
H -1.32 -5.73 -4.98
H 0.61 1.58 -3.78
H -0.76 -1.44 0.51
H 1.39 5.19 6.25
H -2.19 -4.28 -5.56
H 1.73 2.22 -1.75
H -0.35 5.08 5.99
H 1.41 -2.35 -1.43
H -3.59 -5.61 -3.96
H -2.02 -0.59 -1.09
H -3.22 -4.01 -3.32
H 1.22 3.42 8.04
H -1.12 -0.34 -4.99
H 1.52 -0.13 -2.35
H 0.28 5.67 7.54
H 0.36 2.96 -0.94
H -2.28 -0.68 -2.83
H -1.03 1.24 -3.25
H 0.63 -0.27 -5.23
```